Record 1
ORCA calculation (the ωB97M-V functional and the def2-TZVPD basis) on a molecular structure, C27H43BrN2O2P2V.

Last column: Löwdin spin population.
Element x y z (Å)
C: -3.935 1.168 -0.784  -0.008
C: -2.822 0.850 -1.591  -0.011
C: -2.785 1.337 -2.915  -0.005
C: -3.795 2.219 -3.322  0.000
N: -4.807 2.566 -2.519  -0.003
C: -4.900 2.046 -1.292  0.000
C: -1.788 0.020 -1.062  -0.077
C: -1.433 -1.188 -0.864  -0.040
C: -1.319 -2.609 -0.857  -0.009
C: -0.179 -3.148 -0.207  -0.005
C: 0.078 -4.514 -0.304  -0.005
C: -0.832 -5.291 -1.017  -0.017
C: -2.007 -4.802 -1.596  -0.007
C: -2.263 -3.437 -1.516  -0.004
V: 0.322 -0.569 0.352  1.655
P: 0.037 2.056 0.223  -0.093
H: -2.010 1.030 -3.617  0.000
H: -4.058 0.724 0.204  0.000
H: -3.777 2.649 -4.332  0.000
H: -5.763 2.324 -0.674  0.000
H: -3.167 -3.004 -1.953  0.000
H: 0.520 -2.489 0.402  0.003
H: -2.688 -5.477 -2.107  0.000
H: 0.964 -4.956 0.135  0.000
C: 1.415 2.975 1.056  -0.006
C: 1.649 4.457 0.752  -0.004
H: 2.323 2.398 0.823  -0.001
H: 1.227 2.836 2.131  0.000
H: 2.548 4.779 1.297  -0.001
H: 1.829 4.656 -0.312  0.000
H: 0.827 5.100 1.095  0.000
C: -0.159 2.949 -1.394  -0.010
C: -0.992 4.228 -1.441  -0.005
H: -0.597 2.204 -2.072  -0.001
H: 0.853 3.150 -1.771  0.000
H: -0.998 4.616 -2.470  -0.001
H: -2.041 4.063 -1.162  0.000
H: -0.577 5.025 -0.810  0.000
C: -1.443 2.557 1.212  -0.017
C: -1.503 3.953 1.835  -0.008
H: -1.508 1.804 2.012  0.000
H: -2.309 2.372 0.561  0.000
H: -2.450 4.049 2.386  -0.002
H: -0.692 4.124 2.555  0.000
H: -1.489 4.762 1.094  0.000
Br: -0.384 -7.136 -1.245  -0.022
P: 1.958 -0.460 -1.613  -0.185
C: 2.714 1.136 -2.136  -0.017
C: 4.147 1.072 -2.658  -0.010
H: 2.662 1.808 -1.262  -0.002
H: 2.043 1.565 -2.897  0.000
H: 4.470 2.095 -2.899  -0.002
H: 4.841 0.670 -1.906  0.000
H: 4.233 0.476 -3.578  0.000
C: 3.289 -1.516 -0.923  -0.026
C: 4.140 -2.276 -1.927  -0.014
H: 2.815 -2.236 -0.236  -0.002
H: 3.903 -0.861 -0.285  0.000
H: 4.874 -2.863 -1.363  -0.003
H: 3.540 -2.976 -2.520  0.000
H: 4.695 -1.613 -2.602  0.000
C: 1.293 -1.256 -3.119  -0.029
C: 2.087 -1.085 -4.406  -0.016
H: 0.276 -0.855 -3.237  -0.001
H: 1.169 -2.318 -2.868  0.000
H: 1.569 -1.630 -5.204  -0.004
H: 2.158 -0.037 -4.716  0.000
H: 3.100 -1.498 -4.338  0.000
N: 0.581 -0.804 4.855  -0.001
C: 1.787 -0.859 3.997  0.002
C: 1.232 -0.653 2.621  0.013
O: 2.018 -0.566 1.617  0.009
O: -0.042 -0.588 2.503  -0.007
H: 0.359 0.180 5.049  0.000
H: 0.686 -1.288 5.747  0.000
H: -0.200 -1.179 4.282  0.000
H: 2.505 -0.079 4.258  0.000
H: 2.282 -1.829 4.085  0.001

Output
molar mass = 620.45 g/mol
2S+1 = 2
energy = -150035.8746 eV
HOMO energy (spin up / spin down) = -0.7037 / -0.7079 Ha
F_max = 0.0842 hartree/bohr
orbital gap (spin up / spin down) = 0.1434 / 0.2015 Eh
LUMO (spin up / spin down) = -15.246 / -13.778 eV
net charge = +4



Record 2
ORCA calculation (the ωB97M-V functional and the def2-TZVPD basis) on a molecular structure, C27H43CeCl4F4N3O3SbSi3.

Last column: Löwdin spin population.
Element x y z (Å)
Ce: -0.880 0.898 0.731  1.014
C: 1.059 3.369 -0.317  0.000
N: 0.179 3.224 0.833  -0.002
C: -0.931 4.166 0.790  0.000
C: 0.936 3.301 2.093  0.000
C: 0.102 2.869 3.274  0.000
N: -0.661 1.623 3.026  -0.004
C: -0.573 0.701 4.033  0.000
C: 0.630 0.077 4.442  0.000
F: 1.783 0.459 3.840  0.000
C: 0.704 -0.967 5.426  0.000
F: 1.887 -1.404 5.737  0.000
C: -0.467 -1.445 5.939  0.000
C: -1.647 -0.847 5.564  0.000
F: -2.790 -1.249 6.163  0.000
C: -1.745 0.181 4.669  0.000
F: -2.996 0.714 4.333  0.000
H: 1.500 4.374 -0.301  0.000
H: 0.527 3.203 -1.252  0.000
H: 1.782 2.613 -0.236  0.000
H: -0.606 5.192 0.906  0.000
H: -1.708 3.985 1.527  0.000
H: -1.283 4.004 -0.188  0.000
H: 1.352 4.347 2.174  0.000
H: 1.766 2.564 2.028  0.000
H: -0.528 3.708 3.610  0.000
H: 0.638 2.792 4.207  0.000
H: -0.533 -2.124 6.757  0.000
Cl: -4.074 5.136 -4.149  0.000
C: -3.913 3.903 -2.970  0.000
C: -4.873 3.671 -2.052  0.000
Cl: -6.351 4.490 -2.069  0.000
C: -4.655 2.682 -1.047  0.000
Cl: -5.956 2.275 0.007  0.000
C: -3.455 2.064 -0.811  0.000
O: -3.181 1.236 0.162  -0.003
C: -2.392 2.363 -1.693  0.000
O: -1.197 1.819 -1.543  -0.004
C: -2.683 3.215 -2.802  0.000
Cl: -1.415 3.594 -3.944  0.000
C: -0.486 -3.911 -0.753  0.000
Si: 1.164 -3.184 -0.326  0.000
C: 2.496 -4.385 -0.776  0.000
C: 1.339 -2.841 1.519  0.000
Sb: 1.167 -0.708 -1.219  -0.001
Si: 0.450 -0.992 -3.672  0.000
C: 1.235 -2.455 -4.532  0.000
C: 0.799 0.689 -4.517  0.000
C: -1.444 -1.284 -3.861  0.000
Si: 3.808 -0.457 -1.440  0.000
C: 4.176 1.341 -1.905  0.000
C: 4.494 -0.969 0.238  0.000
C: 4.557 -1.740 -2.607  0.000
H: -0.378 -4.944 -0.587  0.000
H: -0.780 -3.886 -1.855  0.000
H: -1.312 -3.554 -0.148  0.000
H: 2.077 -5.418 -0.924  0.000
H: 3.130 -4.379 0.128  0.000
H: 3.169 -4.217 -1.632  0.000
H: 0.484 -2.229 1.804  0.000
H: 2.354 -2.422 1.788  0.000
H: 1.238 -3.774 2.150  0.000
H: 0.745 -2.475 -5.510  0.000
H: 1.025 -3.408 -4.077  0.000
H: 2.314 -2.503 -4.770  0.000
H: 1.850 0.855 -4.555  0.000
H: 0.320 1.505 -3.935  0.000
H: 0.217 0.716 -5.437  0.000
H: -1.660 -2.210 -3.406  0.000
H: -1.812 -1.252 -4.889  0.000
H: -1.983 -0.516 -3.318  0.000
H: 3.585 2.076 -1.355  0.000
H: 4.128 1.609 -2.968  0.000
H: 5.173 1.538 -1.582  0.000
H: 5.459 -0.592 0.382  0.000
H: 4.611 -2.064 0.169  0.000
H: 3.882 -0.784 1.142  0.000
H: 4.558 -1.566 -3.709  0.000
H: 3.934 -2.668 -2.414  0.000
H: 5.565 -2.013 -2.227  0.000
C: -2.890 -2.672 2.798  0.000
C: -2.839 -1.739 1.656  0.000
N: -3.984 -1.264 1.179  0.000
O: -1.751 -1.325 1.170  -0.002
H: -3.624 -3.402 2.621  0.000
H: -3.254 -2.172 3.664  0.000
H: -1.917 -3.082 3.163  0.000
H: -4.756 -1.295 1.764  0.000
H: -3.989 -0.353 0.674  0.000

Output
molar mass = 1021.60 g/mol
2S+1 = 2
energy = -143372.9898 eV
HOMO energy (spin up / spin down) = -0.2593 / -0.2595 Ha
F_max = 0.0711 hartree/bohr
orbital gap (spin up / spin down) = 0.2662 / 0.2665 Eh
energy relative to the best compared isomer or geometry (same formula, charge and spin) = 0.0 kcal per mole
LUMO (spin up / spin down) = 0.187 / 0.189 eV



Record 3
ORCA calculation (the ωB97M-V functional and the def2-TZVPD basis) on 2 unconnected molecules or ions with the total composition C27H43ClF13N3O5PS2.

Last column: Löwdin charge in e.
Element x y z (Å)
C: -1.022 -2.234 3.295  0.097
C: -0.127 -2.774 2.461  -0.129
N: -0.332 -2.609 1.048  0.168
C: 0.506 -1.999 0.251  -0.340
N: 0.310 -1.958 -1.102  0.132
C: 1.257 -0.992 -1.694  -0.351
C: 1.707 -1.475 -3.082  -0.112
C: 1.014 -0.848 -4.310  -0.129
C: 1.761 0.381 -4.805  -0.189
O: 1.204 0.826 -6.041  -0.021
C: 0.250 1.815 -5.829  -0.505
C: 0.805 3.194 -5.669  0.028
O: -0.916 1.529 -5.763  0.144
C: 0.855 0.467 -1.521  -0.061
C: -0.499 0.963 -2.080  -0.030
C: -1.719 0.167 -1.689  -0.419
F: -1.671 -0.318 -0.432  0.116
F: -1.838 -0.909 -2.527  0.112
C: -3.049 0.959 -1.910  -0.347
F: -4.070 0.083 -1.924  0.153
F: -2.982 1.499 -3.145  0.162
C: -3.270 2.099 -0.856  -0.337
F: -3.084 3.275 -1.516  0.146
F: -2.330 2.089 0.118  0.125
C: -4.704 2.205 -0.250  -0.396
F: -4.801 3.446 0.289  0.124
F: -5.657 2.129 -1.204  0.151
S: -5.039 0.986 1.154  0.761
F: -4.077 1.805 2.094  -0.115
F: -3.838 0.061 0.684  -0.137
F: -6.011 0.136 0.240  -0.114
F: -6.279 1.849 1.608  -0.104
F: -5.284 -0.014 2.338  -0.107
C: 2.460 -1.258 -0.677  -0.475
C: 3.548 -0.188 -0.774  -0.431
S: 5.259 -0.648 -0.360  0.852
C: 6.142 -0.301 -1.914  -0.501
C: 6.949 -1.500 -2.427  -0.154
P: 3.016 -3.087 -0.851  0.652
O: 4.147 -3.054 -2.011  -0.340
Cl: 4.065 -3.455 0.907  0.240
N: 1.657 -1.378 0.560  0.011
C: 1.820 -0.548 1.732  -0.169
O: 0.633 0.187 1.905  -0.123
C: 0.825 1.294 2.773  -0.192
C: 1.438 2.506 2.080  -0.206
C: 0.411 3.456 1.465  -0.084
H: -1.568 -1.345 3.010  0.060
H: -1.245 -2.642 4.269  0.073
H: 0.767 -3.264 2.816  0.116
H: -1.144 -3.023 0.624  0.173
H: 0.264 -2.869 -1.533  0.146
H: 1.576 -2.549 -3.180  0.110
H: 2.773 -1.316 -3.220  0.103
H: -0.048 -0.685 -4.174  0.103
H: 1.101 -1.573 -5.115  0.129
H: 2.783 0.075 -5.019  0.133
H: 1.834 1.183 -4.069  0.108
H: 1.218 3.251 -4.661  0.084
H: 1.634 3.370 -6.344  0.096
H: 0.031 3.945 -5.734  0.094
H: 0.855 0.708 -0.460  0.109
H: 1.605 1.117 -1.955  0.118
H: -0.629 1.969 -1.685  0.126
H: -0.438 1.109 -3.149  0.104
H: 3.536 0.175 -1.795  0.071
H: 3.311 0.686 -0.174  0.059
H: 5.406 -0.043 -2.670  0.058
H: 6.756 0.584 -1.809  0.066
H: 6.904 -2.340 -1.744  0.054
H: 6.533 -1.842 -3.370  0.065
H: 7.980 -1.236 -2.634  0.071
H: 4.392 -3.948 -2.269  0.073
H: 2.686 0.104 1.695  0.131
H: 1.943 -1.178 2.615  0.133
H: -0.156 1.569 3.148  0.123
H: 1.411 1.010 3.650  0.130
H: 2.067 2.145 1.263  0.091
H: 2.072 3.074 2.751  0.115
H: 0.062 3.097 0.502  0.050
H: 0.892 4.409 1.261  0.077
H: -0.437 3.650 2.113  0.079
C: -4.218 -1.325 6.706  -0.154
C: -4.185 -0.402 5.492  -0.158
C: -2.723 -0.476 5.080  -0.201
O: -2.262 -1.780 5.441  -0.221
C: -3.234 -2.412 6.289  -0.174
H: -5.207 -1.717 6.936  0.118
H: -3.847 -0.797 7.587  0.118
H: -4.818 -0.806 4.701  0.103
H: -4.513 0.614 5.704  0.120
H: -2.120 0.264 5.619  0.129
H: -2.579 -0.325 4.007  0.086
H: -3.734 -3.197 5.711  0.124
H: -2.728 -2.875 7.135  0.123

Output
molar mass = 867.19 g/mol
energy = -122204.4569 eV
HOMO energy = -0.4104 Ha
F_max = 0.0519 hartree/bohr
orbital gap = 0.3217 Eh
LUMO = -2.416 eV
net charge = +1



Record 4
ORCA calculation (the ωB97M-V functional and the def2-TZVPD basis) on 3 unconnected molecules or ions with the total composition C27H43F2IN4O16PS2.

Last column: Löwdin charge in e.
Element x y z (Å)
C: 1.950 1.050 1.834  0.068
C: 2.830 1.452 0.941  -0.151
N: 2.772 1.229 -0.515  0.087
C: 2.796 -0.251 -0.928  -0.313
N: 3.383 -0.979 0.209  0.202
C: 4.590 -1.216 0.159  -0.245
O: 5.711 -1.528 0.141  0.247
O: 3.784 -0.458 -1.925  -0.018
N: 3.476 0.171 -3.169  -0.022
O: 4.107 -0.287 -4.016  0.161
C: 1.425 -0.868 -1.229  -0.329
C: 0.564 -1.053 0.033  -0.093
C: -0.535 -2.120 0.033  -0.158
C: -1.941 -1.637 -0.366  -0.175
C: -2.505 -0.522 0.542  -0.253
N: -3.982 -0.645 0.662  0.016
C: 1.631 -2.186 -1.996  -0.080
C: 2.174 -3.367 -1.160  -0.167
C: 3.483 -3.887 -1.784  -0.164
C: 3.849 -5.303 -1.293  -0.243
O: 5.080 -5.309 -0.587  -0.059
O: 0.740 -0.046 -2.190  -0.135
C: 0.746 1.355 -2.207  -0.634
I: 0.953 1.786 -4.394  1.124
C: -0.723 1.808 -1.958  -0.268
C: -1.756 0.995 -2.772  -0.244
C: -2.550 1.912 -3.723  -0.241
S: -3.987 2.614 -2.908  0.589
O: -4.336 1.875 -1.747  -0.268
O: -3.835 4.003 -2.691  -0.258
O: -5.186 2.425 -3.974  -0.138
C: 1.805 2.147 -1.329  -0.375
C: 2.718 3.087 -2.158  -0.250
C: 3.646 3.996 -1.306  -0.224
O: 3.369 5.363 -1.525  -0.056
C: 4.212 6.177 -0.845  -0.316
O: 4.586 5.976 0.265  0.113
P: 0.902 3.428 -0.194  0.480
S: 0.179 4.969 -1.098  0.338
H: 2.237 0.637 2.787  0.097
H: 0.884 1.136 1.673  0.060
H: 3.652 2.053 1.303  0.136
H: 3.695 1.509 -0.857  0.166
H: 0.081 -0.092 0.222  0.099
H: 1.170 -1.226 0.916  0.100
H: -0.645 -2.451 1.064  0.117
H: -0.335 -3.024 -0.533  0.100
H: -1.968 -1.424 -1.435  0.097
H: -2.586 -2.500 -0.223  0.113
H: -2.347 0.485 0.167  0.083
H: -2.113 -0.697 1.543  0.105
H: -4.310 -0.680 -0.299  0.063
H: -4.182 -1.572 1.021  0.042
H: 0.622 -2.451 -2.300  0.128
H: 2.170 -2.042 -2.923  0.112
H: 2.278 -3.153 -0.103  0.115
H: 1.477 -4.196 -1.248  0.113
H: 4.311 -3.188 -1.681  0.096
H: 3.286 -3.961 -2.854  0.113
H: 3.927 -5.980 -2.145  0.116
H: 3.050 -5.695 -0.676  0.115
H: 5.713 -4.856 -1.145  0.079
H: -0.796 2.810 -2.357  0.033
H: -1.007 1.718 -0.913  0.075
H: -2.511 0.540 -2.142  0.076
H: -1.334 0.220 -3.400  0.088
H: -1.966 2.739 -4.113  0.073
H: -2.872 1.344 -4.592  0.104
H: -4.824 2.051 -4.784  0.075
H: 2.135 3.790 -2.740  0.057
H: 3.340 2.535 -2.855  0.074
H: 4.651 3.824 -1.698  0.141
H: 3.704 3.713 -0.255  0.087
H: 4.524 7.069 -1.394  0.157
H: 1.816 3.912 0.763  0.011
H: -0.080 2.751 0.559  0.002
C: 0.251 1.037 6.235  -0.039
C: -1.019 0.243 6.417  -0.304
O: -1.315 -0.165 5.086  0.149
C: -0.134 -0.254 4.430  -0.547
O: 0.021 -0.811 3.393  0.157
O: 0.856 0.372 5.114  0.060
F: -2.026 1.014 6.878  0.092
H: 0.051 2.077 5.977  0.148
H: 0.900 1.005 7.106  0.145
H: -0.917 -0.638 7.051  0.179
C: -7.293 -2.176 3.848  -0.049
C: -7.134 -2.128 2.350  -0.313
O: -5.875 -2.761 2.155  0.101
C: -5.717 -3.642 3.191  -0.550
O: -4.918 -4.512 3.209  0.184
O: -6.599 -3.383 4.185  0.078
F: -7.066 -0.857 1.896  0.078
H: -6.810 -1.329 4.338  0.147
H: -8.332 -2.222 4.163  0.142
H: -7.901 -2.670 1.794  0.175

Output
molar mass = 939.66 g/mol
energy = -111896.7550 eV
HOMO energy = -0.4071 Ha
F_max = 0.0587 hartree/bohr
orbital gap = 0.2653 Eh
LUMO = -3.859 eV
net charge = +1



Record 5
ORCA calculation (the ωB97M-V functional and the def2-TZVPD basis) on a molecular structure, C27H44BrNOP2STi.

Last column: Löwdin spin population.
Element x y z (Å)
C: -0.309 5.032 -2.681  0.074
C: -0.585 3.740 -3.350  0.026
C: -0.845 3.878 -4.765  0.068
C: -0.901 5.150 -5.379  -0.015
N: -0.703 6.283 -4.694  0.065
C: -0.384 6.232 -3.406  -0.010
C: -0.510 2.562 -2.551  0.325
C: -0.716 1.785 -1.519  -0.066
C: -1.842 2.116 -0.557  0.011
C: -1.422 2.477 0.722  0.000
C: -2.263 2.753 1.787  0.004
C: -3.680 2.644 1.624  -0.006
C: -4.148 2.392 0.310  0.001
C: -3.233 2.186 -0.764  -0.005
Ti: 0.077 0.090 -0.250  1.408
P: 2.305 -1.025 0.519  0.012
H: -1.065 3.019 -5.378  0.003
H: -0.107 5.044 -1.637  0.004
H: -1.146 5.222 -6.446  -0.002
H: -0.204 7.182 -2.849  -0.001
H: -3.638 2.046 -1.773  0.000
H: -0.416 2.901 0.832  0.000
H: -5.216 2.457 0.145  0.000
H: -1.770 3.163 2.648  0.000
C: 2.333 -2.497 1.659  0.004
C: 3.090 -3.761 1.195  0.001
H: 1.293 -2.789 1.863  0.000
H: 2.787 -2.174 2.606  0.000
H: 3.010 -4.544 1.956  0.000
H: 2.682 -4.196 0.278  0.000
H: 4.161 -3.601 1.039  0.000
C: 3.299 -1.426 -1.002  0.003
C: 3.824 -0.159 -1.704  0.003
H: 2.625 -2.014 -1.649  0.001
H: 4.121 -2.090 -0.683  0.000
H: 3.873 -0.357 -2.783  0.000
H: 3.165 0.710 -1.540  0.002
H: 4.836 0.079 -1.355  0.000
C: 3.492 0.030 1.438  -0.002
C: 4.884 -0.594 1.621  -0.001
H: 3.063 0.258 2.412  0.000
H: 3.549 0.978 0.888  0.000
H: 5.561 0.121 2.097  0.000
H: 4.866 -1.475 2.261  0.000
H: 5.356 -0.882 0.674  0.000
Br: -4.805 2.689 3.036  -0.003
P: -1.353 -1.767 0.142  0.021
C: -0.292 -3.300 -0.052  0.022
C: -0.628 -4.477 -0.954  0.002
H: -0.203 -3.694 0.973  0.001
H: 0.685 -2.879 -0.364  0.007
H: 0.300 -4.957 -1.210  0.000
H: -1.219 -5.205 -0.408  0.000
H: -1.121 -4.189 -1.866  0.000
C: -2.686 -2.596 1.155  -0.001
C: -3.894 -3.259 0.408  -0.002
H: -3.041 -1.786 1.784  0.000
H: -2.240 -3.385 1.803  0.000
H: -4.660 -3.573 1.110  0.000
H: -4.362 -2.563 -0.279  0.000
H: -3.621 -4.174 -0.140  0.000
C: -2.064 -0.918 -1.258  0.006
C: -2.616 -1.635 -2.482  0.001
H: -1.217 -0.323 -1.745  0.000
H: -2.808 -0.215 -0.852  0.004
H: -2.913 -0.836 -3.173  0.000
H: -1.767 -2.142 -2.937  0.000
H: -3.458 -2.307 -2.314  0.000
C: 1.040 -0.363 4.119  0.003
S: -0.218 0.576 3.229  0.008
C: 0.452 2.172 3.856  0.003
O: 0.022 0.408 1.587  0.021
H: 0.997 -0.039 5.179  0.000
H: 2.050 -0.207 3.725  0.000
H: 0.746 -1.410 4.061  0.000
H: 0.612 2.030 4.951  0.000
H: 1.405 2.391 3.332  0.000
H: -0.270 2.984 3.723  0.000

Output
molar mass = 620.44 g/mol
2S+1 = 3
energy = -154800.9744 eV
HOMO energy (spin up / spin down) = -0.4401 / -0.5025 Ha
F_max = 0.1280 hartree/bohr
orbital gap (spin up / spin down) = 0.1945 / 0.2865 Eh
energy relative to the best compared isomer or geometry (same formula, charge and spin) = 56.8 kcal per mole
LUMO (spin up / spin down) = -6.683 / -5.878 eV
net charge = +2